(1)
Density functional theory data (ωB97M-V with the def2-TZVPD basis set) for C5H7NO in the gas phase.

CARTESIAN COORDINATES (ANGSTROEM)
H (-1.85, 2.38, 0.10)
N (-2.00, 1.51, -0.42)
C (-1.26, 0.59, 0.02)
C (-0.39, 0.05, 1.08)
C (0.42, -0.90, 0.25)
C (1.48, -0.37, -0.71)
O (1.24, 0.95, -1.13)
C (-1.04, -0.84, -0.04)
H (-0.56, 0.01, 2.15)
H (0.73, -1.81, 0.77)
H (2.46, -0.45, -0.21)
H (1.51, -0.98, -1.62)
H (1.06, 1.47, -0.33)
H (-1.77, -1.63, 0.09)

The LUMO energy is 0.89 eV. As for the HOMO energy: -9.43 eV. Its relative energy (zero: lowest compared OMol25 entry of this formula, charge and spin) is 309.2 kJ/mol. Its structure (SMILES) is [H]/N=C1\[C@@H]2[C@H](CO)[C@H]12.

=====

(2)
Density functional theory data (ωB97M-V with the def2-TZVPD basis set) for C41H43N3O3 in the gas phase.

CARTESIAN COORDINATES (ANGSTROEM)
C (-0.88, 0.92, 7.07)
C (-0.33, 0.04, 5.98)
C (-0.91, -1.21, 5.76)
C (-0.41, -2.07, 4.77)
C (-0.98, -3.44, 4.58)
C (0.65, -1.62, 3.99)
N (1.30, -2.51, 3.09)
C (1.04, -2.78, 1.77)
C (0.20, -1.95, 0.88)
C (-0.70, -2.68, 0.08)
C (-1.55, -2.15, -0.96)
C (-2.30, -3.23, -1.78)
C (-3.21, -2.95, -2.83)
C (-3.86, -3.98, -3.54)
C (-3.63, -5.33, -3.22)
C (-2.69, -5.65, -2.23)
C (-2.02, -4.61, -1.54)
O (0.32, -0.70, 0.93)
N (1.77, -3.87, 1.43)
C (1.74, -4.61, 0.19)
C (2.57, -4.23, 2.52)
C (2.31, -3.38, 3.51)
C (1.27, -0.38, 4.20)
C (2.45, 0.02, 3.39)
C (0.74, 0.45, 5.20)
H (-0.28, 1.84, 7.14)
H (-1.91, 1.21, 6.86)
H (-0.85, 0.42, 8.04)
H (-1.75, -1.55, 6.36)
H (-0.23, -4.24, 4.73)
H (-1.76, -3.58, 5.32)
H (-1.43, -3.58, 3.58)
H (-0.66, -3.75, 0.24)
H (-2.28, -1.37, -0.56)
H (-3.39, -1.91, -3.09)
H (-4.60, -3.71, -4.30)
H (-4.08, -6.12, -3.83)
H (-2.51, -6.70, -1.95)
H (-1.28, -4.93, -0.81)
H (2.73, -5.07, 0.06)
H (0.99, -5.43, 0.24)
H (1.55, -3.96, -0.69)
H (3.23, -5.09, 2.45)
H (2.77, -3.31, 4.49)
H (2.75, 1.04, 3.65)
H (3.31, -0.64, 3.57)
H (2.21, 0.00, 2.32)
H (1.20, 1.42, 5.36)
C (-4.08, 0.80, -3.81)
C (-3.27, 1.46, -2.72)
C (-2.41, 2.56, -3.33)
C (-4.19, 2.01, -1.62)
O (-2.44, 0.46, -1.99)
C (-1.53, -0.26, -2.68)
C (-0.56, -0.96, -1.76)
N (0.62, -1.15, -2.52)
C (1.52, -0.34, -3.04)
C (2.22, -0.78, -4.30)
C (3.58, -0.48, -4.59)
C (4.18, -0.95, -5.77)
C (3.47, -1.72, -6.69)
C (2.12, -2.01, -6.41)
C (1.50, -1.54, -5.24)
C (1.97, 0.99, -2.51)
C (2.58, 1.98, -3.33)
C (3.00, 3.20, -2.78)
C (2.71, 3.50, -1.46)
C (2.09, 2.55, -0.65)
C (1.77, 1.28, -1.16)
O (-1.59, -0.43, -3.88)
H (-4.74, 0.02, -3.38)
H (-4.73, 1.56, -4.27)
H (-3.41, 0.39, -4.57)
H (-1.74, 3.01, -2.58)
H (-1.81, 2.15, -4.15)
H (-3.07, 3.35, -3.72)
H (-3.60, 2.40, -0.77)
H (-4.81, 2.82, -2.03)
H (-4.85, 1.20, -1.27)
H (-0.36, -0.28, -0.87)
H (4.19, 0.11, -3.91)
H (5.24, -0.74, -5.96)
H (3.96, -2.12, -7.59)
H (1.57, -2.61, -7.11)
H (0.44, -1.74, -5.05)
H (2.71, 1.81, -4.41)
H (3.51, 3.93, -3.43)
H (2.94, 4.50, -1.04)
H (1.79, 2.79, 0.37)
H (1.36, 0.52, -0.50)

The LUMO energy is 0.45 eV. As for the HOMO energy: -6.73 eV. Its relative energy (zero: lowest compared OMol25 entry of this formula, charge and spin) is 51.4 kJ/mol.

=====

(3)
Density functional theory data (ωB97M-V with the def2-TZVPD basis set) for 12 unconnected molecules or ions with the total composition C16H56N4O12.

CARTESIAN COORDINATES (ANGSTROEM)
N (-9.90, 1.99, -25.45)
C (-9.42, 2.38, -24.27)
N (-8.10, 2.31, -24.34)
O (-10.10, 2.81, -23.38)
H (-9.25, 1.57, -26.10)
H (-10.90, 2.00, -25.59)
H (-7.65, 2.00, -25.19)
H (-7.57, 2.63, -23.54)
N (-7.75, -1.78, -11.11)
C (-6.80, -1.23, -11.85)
N (-6.52, -0.01, -11.45)
O (-6.35, -1.76, -12.87)
H (-8.16, -1.18, -10.41)
H (-8.14, -2.71, -11.10)
H (-6.94, 0.29, -10.58)
H (-5.71, 0.39, -11.89)
C (-4.98, -5.15, -21.40)
C (-5.99, -4.97, -20.25)
C (-7.07, -3.94, -20.67)
O (-6.68, -6.11, -19.91)
H (-5.51, -5.49, -22.29)
H (-4.37, -5.99, -21.10)
H (-4.43, -4.23, -21.61)
H (-5.48, -4.70, -19.33)
H (-7.85, -3.81, -19.93)
H (-7.51, -4.04, -21.66)
H (-6.67, -2.93, -20.77)
H (-7.34, -6.15, -20.60)
C (-13.69, 1.83, -16.67)
C (-13.39, 0.61, -15.80)
C (-11.89, 0.63, -15.48)
O (-14.16, 0.67, -14.64)
H (-14.66, 1.69, -17.14)
H (-12.86, 2.05, -17.33)
H (-13.82, 2.75, -16.09)
H (-13.76, -0.33, -16.22)
H (-11.65, -0.12, -14.73)
H (-11.56, 1.65, -15.30)
H (-11.47, 0.19, -16.39)
H (-13.68, 1.33, -14.14)
C (-5.83, 3.53, -17.70)
O (-5.09, 4.39, -18.55)
H (-5.28, 2.84, -17.06)
H (-6.45, 4.15, -17.06)
H (-6.53, 2.86, -18.19)
H (-5.76, 4.91, -18.99)
C (-0.99, 4.35, -12.72)
O (-0.89, 4.39, -11.28)
H (-0.26, 4.97, -13.23)
H (-0.89, 3.35, -13.14)
H (-1.89, 4.77, -13.17)
H (-0.92, 5.33, -11.06)
C (1.32, 4.49, -20.53)
O (1.53, 3.89, -21.78)
H (1.41, 3.64, -19.85)
H (2.03, 5.27, -20.24)
H (0.32, 4.92, -20.50)
H (1.16, 3.00, -21.77)
C (-0.80, -0.81, -19.22)
O (-1.14, 0.13, -20.25)
H (-0.62, -0.44, -18.21)
H (-1.50, -1.65, -19.17)
H (0.12, -1.37, -19.41)
H (-1.54, 0.90, -19.85)
C (-3.84, 9.18, -15.67)
O (-4.61, 10.28, -16.11)
H (-3.93, 8.36, -16.39)
H (-2.76, 9.32, -15.55)
H (-4.32, 8.94, -14.72)
H (-4.19, 10.59, -16.91)
C (-10.98, 7.77, -19.77)
O (-9.90, 6.84, -20.16)
H (-11.88, 7.33, -19.36)
H (-10.74, 8.61, -19.11)
H (-11.28, 8.23, -20.71)
H (-10.29, 6.15, -20.71)
C (-8.56, 8.29, -11.70)
O (-9.00, 7.68, -12.91)
H (-7.50, 8.11, -11.48)
H (-8.80, 9.35, -11.67)
H (-9.08, 7.88, -10.84)
H (-8.53, 8.10, -13.63)
C (-5.56, 10.94, -22.56)
O (-4.36, 11.70, -22.59)
H (-5.39, 9.87, -22.66)
H (-6.10, 11.01, -21.62)
H (-6.22, 11.19, -23.40)
H (-4.00, 11.50, -23.46)

The LUMO energy is 0.08 eV. As for the HOMO energy: -9.80 eV. Its relative energy (zero: lowest compared OMol25 entry of this formula, charge and spin) is 319.5 kJ/mol. Its structure (SMILES) is NC(N)=O.NC(N)=O.CC(C)O.CC(C)O.CO.CO.CO.CO.CO.CO.CO.CO.

=====

(4)
Density functional theory data (ωB97M-V with the def2-TZVPD basis set) for C3H5NO2 in the gas phase.

CARTESIAN COORDINATES (ANGSTROEM)
N (1.58, 0.54, -0.07)
C (0.99, -0.68, -0.01)
C (-0.33, -0.99, -0.01)
C (-1.46, -0.07, -0.04)
O (-2.63, -0.33, -0.03)
O (-1.01, 1.25, 0.00)
H (0.98, 1.35, 0.01)
H (2.58, 0.64, 0.07)
H (1.72, -1.47, 0.06)
H (-0.57, -2.04, 0.00)
H (-1.84, 1.79, 0.03)

The LUMO energy is 0.75 eV. As for the HOMO energy: -8.75 eV. Its relative energy (zero: lowest compared OMol25 entry of this formula, charge and spin) is 31.0 kJ/mol. Its structure (SMILES) is N/C=C\C(=O)O.

=====

(5)
Density functional theory data (ωB97M-V with the def2-TZVPD basis set) for 10 unconnected molecules or ions with the total composition C45H40F5N5O25.

CARTESIAN COORDINATES (ANGSTROEM)
C (-1.14, 2.51, 8.45)
C (-1.41, 3.53, 7.48)
C (-0.66, 3.47, 6.25)
C (0.28, 2.42, 5.91)
C (0.53, 1.49, 6.97)
C (-0.25, 1.47, 8.17)
N (0.78, 2.21, 4.52)
O (0.12, 2.80, 3.71)
O (1.43, 1.16, 4.34)
H (-1.87, 2.52, 9.25)
H (-2.05, 4.33, 7.83)
H (-0.89, 4.06, 5.38)
H (1.10, 0.59, 6.77)
H (0.04, 0.63, 8.78)
C (0.73, -0.49, 1.43)
C (0.44, -1.60, 0.62)
C (0.74, -1.66, -0.80)
C (1.45, -0.55, -1.33)
C (1.86, 0.46, -0.45)
C (1.39, 0.54, 0.85)
N (1.60, -0.43, -2.77)
O (1.42, -1.44, -3.48)
O (1.56, 0.75, -3.26)
H (0.37, -0.34, 2.43)
H (-0.12, -2.41, 1.05)
H (0.26, -2.45, -1.36)
H (2.40, 1.30, -0.86)
H (1.60, 1.40, 1.47)
C (-0.13, -2.45, -6.10)
C (0.09, -1.05, -6.41)
C (-0.14, -0.51, -7.67)
C (-0.72, -1.35, -8.58)
C (-0.91, -2.78, -8.28)
C (-0.49, -3.28, -7.06)
N (-1.16, -0.81, -9.87)
O (-1.77, 0.29, -9.80)
O (-1.03, -1.51, -10.92)
H (-0.05, -2.91, -5.12)
H (0.40, -0.43, -5.58)
H (-0.05, 0.57, -7.66)
H (-1.53, -3.36, -8.95)
H (-0.60, -4.32, -6.78)
C (-3.68, 1.29, 3.95)
C (-4.58, 1.67, 4.93)
C (-4.39, 1.20, 6.22)
C (-3.29, 0.40, 6.55)
C (-2.36, 0.25, 5.54)
C (-2.52, 0.62, 4.26)
N (-3.14, -0.27, 7.84)
O (-4.11, -0.17, 8.68)
O (-2.08, -0.85, 8.06)
H (-3.88, 1.54, 2.92)
H (-5.44, 2.28, 4.69)
H (-5.13, 1.46, 6.97)
H (-1.49, -0.30, 5.88)
H (-1.99, 0.07, 3.50)
C (-2.37, -6.47, -0.96)
C (-2.99, -6.85, -2.22)
C (-3.18, -5.92, -3.20)
C (-2.90, -4.60, -3.00)
C (-2.40, -4.19, -1.80)
C (-2.15, -5.09, -0.75)
N (-3.30, -3.59, -4.06)
O (-2.95, -2.42, -3.86)
O (-4.13, -3.91, -4.96)
H (-2.10, -7.26, -0.28)
H (-3.08, -7.91, -2.41)
H (-3.44, -6.35, -4.16)
H (-2.25, -3.14, -1.60)
H (-1.66, -4.68, 0.12)
C (-1.33, 1.77, -1.14)
C (-2.18, 0.55, -1.40)
O (-3.19, 1.19, -2.09)
C (-2.63, 2.08, -2.86)
O (-3.19, 2.53, -3.85)
O (-1.39, 2.26, -2.39)
F (-2.69, 0.17, -0.27)
H (-0.32, 1.56, -0.82)
H (-1.83, 2.46, -0.45)
H (-1.65, -0.25, -1.91)
C (4.38, 2.12, -4.96)
C (3.31, 2.62, -5.87)
O (3.10, 1.54, -6.70)
C (4.25, 0.89, -6.91)
O (4.58, -0.02, -7.65)
O (5.13, 1.38, -6.01)
F (3.67, 3.70, -6.61)
H (4.09, 1.51, -4.10)
H (4.88, 2.96, -4.48)
H (2.33, 2.76, -5.42)
C (-0.40, -3.14, 4.99)
C (-1.42, -4.16, 5.51)
O (-2.06, -4.56, 4.31)
C (-1.85, -3.73, 3.30)
O (-2.39, -3.97, 2.24)
O (-1.00, -2.78, 3.75)
F (-2.44, -3.72, 6.26)
H (0.62, -3.40, 4.68)
H (-0.49, -2.30, 5.67)
H (-0.88, -4.95, 6.05)
C (6.03, 2.15, 2.95)
C (4.66, 1.70, 2.48)
O (4.85, 0.36, 2.07)
C (5.91, -0.12, 2.58)
O (6.13, -1.32, 2.41)
O (6.62, 0.84, 3.17)
F (4.08, 2.43, 1.48)
H (5.97, 2.68, 3.89)
H (6.50, 2.71, 2.14)
H (4.06, 1.72, 3.39)
C (1.75, 4.23, -1.91)
C (1.47, 5.75, -2.00)
O (2.45, 6.16, -3.03)
C (3.34, 5.18, -3.15)
O (4.44, 5.25, -3.70)
O (2.96, 4.12, -2.46)
F (1.84, 6.39, -0.95)
H (1.15, 3.57, -2.54)
H (1.62, 3.93, -0.87)
H (0.46, 6.03, -2.28)

The LUMO energy (alpha / beta) is -0.23 / -0.23 eV. As for the HOMO energy (alpha / beta): -2.85 / -5.98 eV. The spin multiplicity is 2. Its net charge is -1.

=====

(6)
Density functional theory data (ωB97M-V with the def2-TZVPD basis set) for a gas-phase ion, C7H9N4O (charge +1).

CARTESIAN COORDINATES (ANGSTROEM)
O (2.18, -0.36, 1.09)
C (1.13, 0.07, 1.47)
N (-0.23, -0.82, 1.50)
C (-1.02, -1.89, 1.97)
C (-1.95, -2.00, 1.00)
N (-1.73, -1.16, -0.01)
C (-0.65, -0.42, 0.32)
N (0.09, 0.56, -0.27)
C (-0.26, 1.89, -0.42)
N (0.37, 2.49, -1.30)
C (1.35, 1.57, -1.91)
C (0.98, 0.23, -1.42)
H (1.01, 0.89, 2.15)
H (-1.13, -2.53, 2.81)
H (-2.88, -2.53, 1.16)
H (-2.28, -1.04, -0.83)
H (-0.90, 2.36, 0.31)
H (2.33, 1.85, -1.27)
H (1.40, 1.68, -3.01)
H (0.45, -0.45, -2.26)
H (1.75, -0.39, -1.07)

The LUMO energy is -3.43 eV. As for the HOMO energy: -13.60 eV. Its relative energy (zero: lowest compared OMol25 entry of this formula, charge and spin) is 92.8 kJ/mol. Its structure (SMILES) is O=Cn1cc[nH]/c1=[N+]1\C=NCC1. Its net charge is +1.

=====

(7)
Density functional theory data (ωB97M-V with the def2-TZVPD basis set) for a molecular structure, C27H44BrCuNOP2S.

CARTESIAN COORDINATES (ANGSTROEM)
C (2.39, 4.34, -0.35)
C (1.54, 3.43, -1.01)
C (1.43, 3.50, -2.43)
C (2.47, 4.17, -3.08)
N (3.41, 4.84, -2.44)
C (3.37, 4.96, -1.13)
C (0.57, 2.73, -0.16)
C (-0.39, 2.50, 0.56)
C (-1.73, 2.65, 1.10)
C (-2.01, 1.66, 1.98)
C (-3.34, 1.19, 2.26)
C (-4.39, 1.77, 1.45)
C (-4.18, 3.09, 1.00)
C (-2.84, 3.55, 0.79)
Cu (-3.60, -0.44, 0.88)
P (1.52, -0.44, 0.14)
H (0.58, 3.13, -3.03)
H (2.28, 4.63, 0.72)
H (2.56, 4.13, -4.17)
H (4.16, 5.54, -0.65)
H (-2.74, 4.56, 0.41)
H (-1.13, 1.09, 2.40)
H (-5.10, 3.69, 0.87)
H (-3.48, 0.09, 2.61)
C (2.11, -2.14, 0.52)
C (3.32, -2.70, -0.22)
H (1.23, -2.78, 0.35)
H (2.29, -2.14, 1.60)
H (3.49, -3.74, 0.07)
H (3.21, -2.70, -1.30)
H (4.24, -2.16, 0.03)
C (1.93, -0.15, -1.63)
C (3.31, 0.35, -2.01)
H (1.18, 0.57, -1.96)
H (1.73, -1.09, -2.15)
H (3.39, 0.44, -3.10)
H (3.54, 1.35, -1.63)
H (4.12, -0.32, -1.71)
C (2.66, 0.67, 1.06)
C (4.12, 0.26, 1.23)
H (2.18, 0.81, 2.04)
H (2.57, 1.63, 0.55)
H (4.64, 0.99, 1.87)
H (4.24, -0.71, 1.70)
H (4.65, 0.26, 0.28)
Br (-6.06, 0.70, 1.15)
P (-1.55, -1.59, -1.05)
C (-0.60, -2.56, -2.24)
C (-1.19, -3.85, -2.82)
H (0.35, -2.84, -1.73)
H (-0.34, -1.87, -3.07)
H (-0.40, -4.32, -3.43)
H (-1.47, -4.57, -2.03)
H (-2.05, -3.68, -3.49)
C (-2.70, -2.77, -0.19)
C (-4.09, -3.14, -0.72)
H (-2.80, -2.30, 0.83)
H (-2.11, -3.71, -0.09)
H (-4.58, -3.77, 0.04)
H (-4.74, -2.27, -0.87)
H (-4.05, -3.73, -1.64)
C (-2.69, -0.54, -2.00)
C (-3.17, -1.03, -3.37)
H (-2.10, 0.38, -2.17)
H (-3.55, -0.24, -1.36)
H (-3.77, -0.22, -3.83)
H (-2.33, -1.22, -4.05)
H (-3.82, -1.92, -3.34)
C (0.66, -1.75, 5.41)
S (-0.53, -0.78, 4.54)
C (0.41, 0.74, 4.34)
O (-0.78, -1.47, 3.25)
H (0.68, -1.57, 6.48)
H (1.65, -1.52, 4.96)
H (0.42, -2.79, 5.20)
H (1.48, 0.54, 4.22)
H (0.07, 1.33, 3.48)
H (0.20, 1.27, 5.28)

The LUMO energy (alpha / beta) is -5.96 / -8.24 eV. As for the HOMO energy (alpha / beta): -13.87 / -13.85 eV. The spin multiplicity is 2. Its relative energy (zero: lowest compared OMol25 entry of this formula, charge and spin) is 275.0 kJ/mol. Its net charge is +2.